1.
Computed, not measured: C19H27NO3 in the gas phase, with ωB97M-V/def2-TZVPD.

Last column: Mulliken charge in e.
Positions of all 50 atoms, in Å:
C1 -4.582 -0.679 -0.360  -1.5724
H1 -4.179 -1.496 0.234  0.3304
H2 -5.664 -0.681 -0.251  0.4702
H3 -4.357 -0.864 -1.406  0.3534
C2 -4.011 0.659 0.115  0.4064
C3 -4.588 0.972 1.497  -1.5846
H4 -5.670 0.861 1.481  0.4672
H5 -4.367 1.989 1.805  0.3545
H6 -4.188 0.285 2.240  0.3390
H7 -4.339 1.440 -0.581  0.3241
C4 -2.469 0.644 0.132  0.8038
C5 -1.893 0.328 -1.253  -1.3704
C6 -0.367 0.312 -1.241  0.2709
H8 -0.021 -0.491 -0.584  -0.5810
H9 0.006 0.101 -2.245  0.5207
C7 0.184 1.659 -0.758  0.2782
C8 1.695 1.636 -0.809  0.1087
O1 2.342 2.298 -1.615  -0.8128
N1 2.298 0.821 0.071  0.0325
H10 1.734 0.281 0.710  0.1083
C9 3.682 0.391 -0.064  -0.1845
H11 3.884 0.243 -1.136  0.3271
C10 3.890 -0.918 0.707  -1.1815
C11 2.800 -1.896 0.369  0.4735
C12 2.792 -2.547 -0.859  -0.4389
C13 1.744 -3.379 -1.208  -0.6960
C14 0.685 -3.570 -0.335  -0.4795
C15 0.687 -2.935 0.895  -0.6997
C16 1.738 -2.103 1.243  -0.0975
H12 1.740 -1.620 2.211  0.4039
H13 -0.131 -3.085 1.584  0.4312
H14 -0.136 -4.215 -0.611  0.4135
H15 1.750 -3.879 -2.165  0.4076
H16 3.615 -2.401 -1.543  0.4505
H17 3.896 -0.694 1.775  0.3361
H18 4.870 -1.317 0.446  0.5336
C17 4.656 1.493 0.425  0.5494
O2 5.424 1.316 1.328  -0.5884
O3 4.574 2.623 -0.248  -0.5325
H19 3.838 2.610 -0.926  0.4256
C18 -0.369 1.965 0.634  -0.7524
C19 -1.896 1.984 0.605  -1.1366
H20 -2.252 2.214 1.609  0.5232
H21 -2.238 2.777 -0.064  0.2475
H22 -0.044 1.204 1.348  0.2502
H23 0.006 2.931 0.978  0.3259
H24 -0.142 2.442 -1.450  0.4629
H25 -2.237 -0.648 -1.592  0.5189
H26 -2.244 1.078 -1.965  0.2671
H27 -2.144 -0.139 0.828  0.1925

Cartesian forces, eV/Å:
C 0.04 0.31 -0.10
H 0.05 -0.15 0.08
H -0.11 -0.05 0.00
H 0.01 -0.11 -0.10
C 0.08 -0.28 0.25
C 0.04 0.14 -0.29
H -0.11 0.00 0.05
H 0.01 0.08 0.12
H 0.05 -0.10 0.14
H 0.04 0.03 -0.03
C -0.30 0.41 -0.37
C 0.19 -0.26 0.30
C -0.17 0.19 -0.22
H 0.06 -0.05 0.01
H 0.07 -0.06 0.01
C 0.08 -0.17 0.03
C -0.42 0.05 0.20
O 0.15 0.16 -0.38
N 0.22 -0.12 0.27
H -0.09 0.08 -0.15
C 0.32 0.19 -0.01
H -0.06 -0.01 0.17
C -0.06 0.18 -0.12
C 0.06 -0.05 0.08
C -0.02 -0.01 0.05
C 0.00 -0.01 -0.09
C -0.10 -0.05 0.02
C -0.12 -0.03 0.01
C 0.09 -0.06 0.00
H 0.03 0.05 0.10
H -0.07 -0.02 0.06
H -0.07 -0.07 -0.02
H 0.00 -0.05 -0.09
H 0.10 0.02 -0.09
H 0.06 -0.03 -0.03
H 0.00 0.05 0.08
C -0.43 -0.61 -0.20
O 0.18 0.05 0.13
O -0.01 0.58 -0.28
H 0.21 -0.22 0.32
C -0.12 0.28 -0.19
C 0.17 -0.36 0.24
H -0.06 0.08 -0.01
H -0.07 0.10 -0.03
H 0.04 -0.03 0.08
H 0.07 -0.04 0.08
H 0.11 -0.03 0.04
H -0.07 0.02 -0.08
H -0.09 0.04 -0.10
H 0.01 -0.07 0.07

SMILES	CC(C)[C@H]1CC[C@H](C(=O)N[C@H](Cc2ccccc2)C(=O)O)CC1
ΔE to the lowest compared entry with this formula, charge and spin	0.09	kcal/mol
LUMO energy	0.58	eV
F_max	0.772	eV/Å
electronic energy	-1020.748899	hartree
HOMO energy	-9.65	eV
multiplicity	1



2.
Computed, not measured: 2 unconnected molecules or ions with the total composition C2H10N3, with ωB97M-V/def2-TZVPD.

Last column: Mulliken spin population.
Positions of all 15 atoms, in Å:
N1 0.017 -1.925 2.429  0.0007
H1 0.596 -1.225 2.885  -0.0003
H2 0.441 -2.814 2.682  0.0005
H3 -0.870 -1.906 2.924  0.0008
C1 1.374 0.876 -0.033  -0.0169
N2 -1.668 0.527 -2.188  0.0726
C2 -0.689 0.199 -1.245  0.7602
N3 0.432 1.010 -1.113  0.1404
H4 2.260 0.316 -0.336  0.0049
H5 0.881 0.349 0.781  0.0120
H6 1.656 1.868 0.325  0.0056
H7 -1.547 1.318 -2.791  -0.0052
H8 -2.613 0.251 -2.005  0.0041
H9 -0.900 -0.538 -0.495  0.0327
H10 0.631 1.694 -1.818  -0.0121

Cartesian forces, eV/Å:
N 0.09 -0.07 0.33
H -0.04 0.04 -0.08
H -0.03 0.00 -0.16
H -0.02 0.05 -0.09
C -0.33 0.02 -0.29
N 0.20 -0.28 -0.13
C 0.23 -0.21 -0.19
N -0.30 0.40 0.07
H 0.15 -0.04 0.17
H 0.07 -0.07 0.10
H 0.17 -0.08 0.06
H -0.03 0.14 0.11
H -0.10 0.15 0.07
H -0.01 0.03 0.15
H -0.03 -0.08 -0.10

ΔE to the lowest compared entry with this formula, charge and spin	0.00	kcal/mol
LUMO energy (alpha / beta)	1.12 / 1.09	eV
F_max	0.503	eV/Å
electronic energy	-246.382410	hartree
HOMO energy (alpha / beta)	-4.39 / -8.43	eV
multiplicity	2



3.
Computed, not measured: 2 unconnected molecules or ions with the total composition CH4S5, with ωB97M-V/def2-TZVPD.

Last column: Mulliken charge in e.
Positions of all 10 atoms, in Å:
C1 1.435 -0.425 0.149  -0.2163
S1 1.794 -2.056 0.127  -0.1220
S2 -2.613 -0.377 -1.055  -0.1472
S3 1.769 2.479 0.038  -0.3276
S4 -1.809 0.119 0.734  -0.1770
S5 2.042 0.797 -0.908  0.1246
H1 1.154 -0.007 1.153  0.3879
H2 0.570 -2.289 0.589  0.1392
H3 -2.048 0.398 -1.952  0.1573
H4 -2.293 1.360 1.124  0.1810

Cartesian forces, eV/Å:
C 1.45 4.01 0.20
S 0.09 -1.41 -0.72
S -1.25 -0.59 0.24
S 0.11 0.12 -0.28
S 0.50 0.81 0.71
S -1.16 -1.79 1.75
H -0.23 -0.25 -1.27
H -0.23 -0.68 0.32
H 0.79 0.65 -0.26
H -0.06 -0.86 -0.68

ΔE to the lowest compared entry with this formula, charge and spin	22.00	kcal/mol
LUMO energy (alpha / beta)	-1.29 / -1.03	eV
F_max	4.267	eV/Å
electronic energy	-2031.360346	hartree
HOMO energy (alpha / beta)	-8.05 / -8.22	eV
multiplicity	1



4.
Computed, not measured: C4H9NO in the gas phase, with ωB97M-V/def2-TZVPD.

Last column: Mulliken charge in e.
Positions of all 15 atoms, in Å:
C1 -0.637 -1.931 -1.682  -1.0888
C2 -0.053 -0.645 -1.119  -0.2200
N1 0.618 -0.908 0.149  -0.4749
C3 0.476 -0.086 1.089  0.0982
O1 -0.346 1.001 1.074  -0.3455
C4 0.237 2.185 1.593  -0.6421
H1 -1.390 -2.336 -0.999  0.2952
H2 -1.107 -1.747 -2.656  0.3389
H3 0.151 -2.679 -1.807  0.2782
H4 -0.827 0.129 -1.039  0.2888
H5 0.718 -0.265 -1.804  0.2649
H6 1.016 -0.228 2.030  0.4215
H7 0.823 1.995 2.504  0.3126
H8 -0.575 2.876 1.829  0.2047
H9 0.896 2.639 0.839  0.2685

Cartesian forces, eV/Å:
C -0.01 -0.06 -0.03
C -0.05 0.07 -0.17
N -0.09 0.34 0.23
C 0.17 -0.27 -0.07
O 0.03 0.01 -0.08
C 0.14 0.25 0.11
H 0.09 0.03 -0.13
H 0.06 -0.05 0.17
H -0.13 0.06 0.02
H 0.12 -0.14 0.01
H -0.12 -0.06 0.07
H -0.05 0.03 -0.08
H -0.15 -0.05 -0.16
H 0.11 -0.12 -0.05
H -0.11 -0.05 0.18

SMILES	CC/N=C\OC
ΔE to the lowest compared entry with this formula, charge and spin	39.89	kcal/mol
LUMO energy	0.95	eV
F_max	0.418	eV/Å
electronic energy	-287.768881	hartree
HOMO energy	-9.85	eV
multiplicity	1



5.
Computed, not measured: C24H30N4O3 in the gas phase, with ωB97M-V/def2-TZVPD.

Last column: Mulliken charge in e.
Positions of all 61 atoms, in Å:
O1 -5.118 0.556 1.943  -0.6520
C1 -5.816 -0.144 1.240  0.6935
N1 -5.349 -1.165 0.463  -0.0323
C2 -4.030 -1.592 0.267  0.6080
C3 -3.820 -2.705 -0.545  -0.5166
C4 -2.544 -3.165 -0.791  -1.0615
C5 -1.448 -2.519 -0.227  0.1793
C6 -1.655 -1.417 0.596  -0.2198
C7 -2.933 -0.954 0.838  -0.4974
H1 -3.086 -0.102 1.479  0.5470
H2 -0.812 -0.923 1.056  0.4974
O2 -0.215 -3.069 -0.457  -0.5125
C8 0.901 -2.272 -0.505  0.2431
C9 2.099 -2.832 -0.073  -0.9966
C10 3.271 -2.111 -0.160  -0.4348
C11 3.270 -0.816 -0.677  0.6567
C12 2.072 -0.262 -1.118  -0.6245
C13 0.899 -0.986 -1.035  -0.1901
H3 -0.024 -0.554 -1.394  0.5072
H4 2.067 0.734 -1.528  0.5234
N2 4.485 -0.133 -0.737  -0.1139
C14 4.746 1.133 -1.148  0.5074
O3 3.940 1.924 -1.585  -0.6749
C15 6.236 1.459 -1.033  -0.8498
N3 6.863 0.708 0.031  -0.0535
C16 8.316 0.674 -0.024  -0.7605
H5 8.734 1.679 -0.197  0.2923
C17 8.736 0.153 1.356  -0.5281
H6 8.960 -0.912 1.316  0.2394
H7 9.625 0.670 1.713  0.3096
C18 7.517 0.420 2.259  -0.5910
H8 7.059 -0.519 2.567  0.2654
H9 7.779 0.980 3.154  0.3442
C19 6.557 1.203 1.364  -0.6682
H10 6.753 2.286 1.441  0.3472
H11 5.507 1.028 1.606  0.3556
H12 8.640 0.023 -0.838  0.4071
H13 6.345 2.550 -0.919  0.4403
H14 6.700 1.175 -1.984  0.3685
H15 5.298 -0.622 -0.375  0.1485
H16 4.199 -2.550 0.179  0.3708
H17 2.094 -3.836 0.323  0.4289
H18 -2.377 -4.028 -1.417  0.4332
H19 -4.665 -3.212 -0.991  0.3418
H20 -6.036 -1.710 -0.039  0.1894
C20 -7.318 0.098 1.087  -1.2074
N4 -7.631 1.146 0.129  -0.0400
C21 -7.229 0.890 -1.249  -0.7108
H21 -8.025 1.270 -1.900  0.3726
C22 -5.954 1.704 -1.478  -0.3087
H22 -5.092 1.194 -1.045  0.0530
H23 -5.757 1.891 -2.532  0.4678
C23 -6.272 2.975 -0.695  -0.6827
H24 -5.377 3.496 -0.362  0.3306
H25 -6.860 3.653 -1.314  0.3029
C24 -7.111 2.470 0.491  -0.5395
H26 -7.956 3.135 0.693  0.3483
H27 -6.500 2.406 1.393  0.2661
H28 -7.109 -0.175 -1.445  0.2768
H29 -7.714 0.415 2.055  0.4013
H30 -7.840 -0.812 0.778  0.4026

Cartesian forces, eV/Å:
O 0.22 0.16 0.15
C -0.48 -0.20 -0.07
N -0.28 -0.29 -0.19
C 0.38 -0.05 0.00
C -0.01 0.17 0.13
C 0.35 0.08 0.03
C -0.44 0.17 0.14
C 0.25 -0.34 -0.16
C -0.15 0.12 0.06
H -0.01 0.01 0.01
H 0.04 0.04 0.03
O 0.01 -0.24 -0.04
C 0.42 0.28 -0.07
C -0.38 0.03 -0.03
C -0.01 0.21 -0.08
C -0.40 -0.08 -0.06
C 0.13 0.12 -0.01
C -0.17 -0.40 0.06
H -0.05 0.04 -0.02
H 0.01 0.03 -0.02
N 0.27 -0.29 0.12
C 0.38 -0.08 0.10
O -0.18 0.21 -0.13
C -0.02 0.06 -0.04
N 0.13 0.05 -0.01
C 0.22 -0.11 -0.12
H -0.05 -0.02 -0.01
C 0.05 0.00 -0.08
H 0.05 0.00 0.01
H 0.04 -0.05 -0.01
C -0.10 0.07 0.01
H -0.01 0.01 0.04
H -0.03 -0.03 0.05
C -0.09 -0.03 0.24
H -0.02 -0.02 -0.05
H -0.01 0.08 0.02
H 0.05 0.10 -0.02
H -0.07 -0.14 -0.01
H -0.04 0.06 0.03
H -0.07 0.19 -0.05
H 0.10 -0.06 0.04
H 0.00 -0.11 0.05
H 0.02 -0.09 -0.07
H -0.08 -0.06 -0.05
H 0.03 0.21 0.16
C -0.06 0.16 0.04
N 0.03 -0.22 0.06
C -0.03 0.09 -0.29
H 0.10 -0.12 -0.13
C -0.12 -0.05 0.01
H 0.04 -0.04 -0.02
H 0.06 -0.02 -0.05
C -0.01 -0.07 0.02
H 0.00 0.08 -0.01
H 0.02 0.05 -0.01
C -0.16 0.40 0.29
H 0.13 0.08 0.03
H -0.07 0.02 -0.05
H -0.06 -0.02 -0.01
H 0.11 -0.17 -0.03
H 0.03 -0.01 0.08

SMILES	O=C(CN1CCCC1)Nc1ccc(Oc2ccc(NC(=O)CN3CCCC3)cc2)cc1
ΔE to the lowest compared entry with this formula, charge and spin	60.06	kcal/mol
LUMO energy	0.73	eV
F_max	0.528	eV/Å
electronic energy	-1377.305288	hartree
HOMO energy	-7.76	eV
multiplicity	1



6.
Computed, not measured: C3H3NO in the gas phase, with ωB97M-V/def2-TZVPD.

Last column: Mulliken charge in e.
Positions of all 8 atoms, in Å:
N1 0.742 1.745 0.142  -0.5216
C1 0.305 0.753 0.713  0.6698
O1 0.098 0.337 1.909  -0.4844
H1 0.799 1.803 -0.865  0.2787
C2 -0.301 -0.687 -0.209  -0.7816
C3 -0.549 -1.364 -1.190  0.0299
H2 -0.799 -1.972 -2.031  0.3942
H3 -0.294 -0.616 1.532  0.4151

Cartesian forces, eV/Å:
N 0.17 0.37 0.92
C -0.95 -2.28 -4.09
O -1.10 -2.66 0.60
H -0.15 -0.31 0.23
C 0.91 1.87 -0.90
C 0.06 0.37 0.77
H 0.00 -0.05 0.14
H 1.06 2.69 2.35

SMILES	[H]/N=C(/O)C#C
ΔE to the lowest compared entry with this formula, charge and spin	85.92	kcal/mol
LUMO energy	0.13	eV
F_max	4.782	eV/Å
electronic energy	-245.954613	hartree
HOMO energy	-10.46	eV
multiplicity	1